{"formula": "C33H32NO5P2SeY", "method": "ωB97M-V with the def2-TZVPD basis set", "elements": ["C", "H", "H", "C", "H", "H", "C", "C", "Y", "C", "H", "H", "H", "C", "H", "H", "H", "H", "H", "H", "H", "C", "H", "N", "C", "H", "C", "H", "H", "H", "C", "H", "C", "C", "H", "H", "O", "C", "C", "H", "C", "P", "C", "C", "C", "C", "C", "P", "O", "O", "C", "C", "C", "H", "O", "C", "C", "H", "C", "H", "C", "H", "Se", "H", "C", "H", "H", "C", "C", "C", "H", "O", "C", "C", "H"], "coordinates": [[3.208, 1.531, -2.560], [3.714, 2.436, -4.427], [2.399, 1.910, 1.582], [2.931, -1.778, 1.523], [-3.528, -0.816, 2.036], [-3.467, 2.330, -0.238], [5.365, -0.153, -3.019], [0.288, -1.762, 4.370], [-0.074, -0.505, 0.362], [-1.367, 0.984, -4.180], [-0.480, 0.613, 5.465], [-4.653, 1.186, -2.170], [5.340, -2.522, 3.768], [2.239, 2.007, 0.501], [-0.035, -1.741, 5.405], [-0.446, 0.947, -4.744], [5.093, 0.793, 1.075], [4.841, -1.091, -1.166], [-5.379, -2.288, 2.751], [-0.339, 1.622, 3.992], [-6.999, -3.125, 1.084], [-2.614, 0.516, -2.180], [-1.696, 4.424, -0.508], [-0.222, 1.637, 0.436], [-6.045, -2.140, -0.558], [-4.849, -1.134, -2.017], [3.609, -2.468, 2.514], [-0.349, -2.442, 3.798], [1.302, -2.150, 4.292], [2.977, 2.701, 0.090], [4.809, -1.976, 3.002], [2.354, 2.171, -2.382], [4.670, -0.110, 1.494], [5.052, 0.840, -3.932], [-1.661, 0.466, 4.164], [-0.554, -0.036, -2.462], [-0.877, -2.184, 1.372], [-3.679, 1.623, -4.025], [4.608, -0.307, -1.872], [-3.002, 1.654, 1.345], [0.842, 2.482, 0.225], [2.435, 0.293, -0.216], [3.539, 0.549, -1.629], [3.970, 1.677, -3.704], [5.342, -0.806, 2.484], [-6.194, -2.474, 0.777], [-3.739, 1.112, -2.742], [-2.563, 0.012, -0.436], [-0.561, -4.525, 0.048], [-2.186, -2.615, -0.889], [-1.017, 3.636, -0.235], [-4.997, -1.336, -0.968], [-2.714, 1.734, 0.288], [-2.445, 1.989, -5.733], [0.400, -2.143, -0.831], [0.389, 3.717, -0.188], [3.453, -0.589, 1.017], [2.006, -2.183, 1.111], [-4.109, -0.834, -0.026], [-6.731, -2.530, -1.295], [-2.492, 1.572, -4.738], [0.981, 4.581, -0.430], [-0.849, -2.990, -0.107], [5.645, 0.956, -4.826], [-1.428, 0.449, -2.904], [-4.558, 2.068, -4.468], [3.205, -3.396, 2.892], [0.195, -0.428, 3.707], [-5.293, -1.995, 1.716], [-0.607, 0.642, 4.386], [6.194, -0.820, -3.205], [0.724, -0.213, 2.624], [-1.357, 2.359, 0.149], [-4.259, -1.172, 1.317], [6.290, -0.441, 2.848]]}


{"formula": "C33H33BF48IO7", "method": "ωB97M-V with the def2-TZVPD basis set", "charge": -1, "elements": ["F", "H", "F", "F", "O", "C", "F", "F", "H", "F", "C", "C", "F", "F", "C", "H", "F", "H", "F", "F", "F", "C", "F", "H", "F", "O", "F", "C", "C", "F", "H", "H", "F", "H", "H", "H", "F", "F", "H", "F", "C", "C", "F", "F", "O", "C", "C", "H", "C", "H", "I", "C", "C", "H", "B", "H", "F", "F", "C", "H", "F", "C", "C", "C", "C", "H", "F", "C", "H", "H", "C", "H", "F", "H", "F", "F", "F", "F", "F", "O", "F", "H", "H", "H", "F", "H", "O", "F", "C", "H", "F", "F", "H", "H", "F", "C", "F", "C", "F", "C", "F", "H", "C", "C", "H", "C", "O", "C", "C", "F", "F", "C", "F", "F", "C", "H", "F", "F", "O", "C", "H", "F", "H"], "coordinates": [[-8.004, -7.035, 0.905], [-4.366, -3.782, -1.619], [-4.412, 8.179, 0.164], [9.468, -4.635, -4.137], [-5.719, -4.706, -0.495], [12.407, -3.861, -2.277], [7.909, -4.536, -2.585], [0.647, 5.643, 5.256], [-5.365, -4.906, -2.542], [12.391, -5.288, -4.168], [-5.718, 7.835, 0.255], [-0.818, -2.961, 4.557], [-2.879, -2.252, -2.424], [-3.970, 9.485, 3.301], [-3.059, 8.487, 3.238], [-5.135, 6.237, -3.745], [-2.803, 6.232, -0.440], [-6.787, -5.679, 1.752], [-0.676, 3.330, -1.273], [-1.256, -0.775, -2.388], [-4.879, -7.806, -1.645], [-6.847, -5.463, -0.408], [12.293, -4.851, -1.372], [-4.846, 5.091, -2.432], [-1.839, 9.019, 3.462], [-1.350, -0.870, 0.456], [-0.619, 8.858, 5.842], [-4.838, -4.764, -1.596], [-2.693, -1.235, 4.125], [-0.090, 7.026, 3.745], [-2.180, 2.969, -0.005], [5.624, -3.808, -3.538], [-4.644, 6.997, 3.967], [0.202, 7.453, 7.008], [-1.317, -2.989, 5.540], [-2.127, 5.952, 3.371], [1.460, 8.200, 5.639], [4.350, -0.385, -1.015], [-4.032, -6.964, -3.246], [-7.046, -6.226, -1.504], [-1.337, 0.425, 1.024], [-0.221, 6.664, 5.034], [-2.856, 6.329, -3.939], [-7.913, -4.624, -0.314], [-0.366, -0.661, 3.742], [-1.319, -1.775, 3.709], [-2.399, 5.993, -1.709], [-2.801, -1.303, 5.226], [-4.806, 6.145, -2.710], [-1.100, -2.597, -1.570], [-5.510, -2.689, 4.884], [-1.476, 2.429, -0.644], [-3.853, -7.111, -2.178], [-3.171, 5.390, 4.681], [-3.911, -2.037, 3.367], [9.139, -6.417, -1.384], [-5.821, -7.186, 0.847], [8.640, -7.023, -3.218], [-3.396, 7.442, 4.309], [10.134, -4.073, -0.978], [-2.901, -2.419, 0.228], [4.457, -2.053, -4.076], [5.663, -2.724, -3.411], [9.996, -3.738, -2.007], [-3.682, -5.762, -1.470], [-2.343, 4.916, -1.878], [5.700, -2.423, -2.097], [-0.614, 1.487, 0.198], [-3.090, 8.040, 2.242], [9.344, -2.865, -1.999], [3.067, -2.495, -3.608], [-0.761, 0.307, 1.945], [14.310, -4.908, -3.184], [3.085, -3.540, -3.296], [3.229, -1.016, 0.760], [0.022, 2.314, 1.082], [-3.322, 7.989, -2.572], [3.314, -3.010, -1.051], [6.795, -2.252, -3.983], [-1.479, 6.226, 5.331], [-3.341, -0.415, -0.507], [2.452, 0.160, -0.665], [-6.340, 8.685, -0.031], [-2.721, -0.158, 3.871], [-2.724, -7.839, -2.021], [0.270, -2.888, 4.731], [-5.722, 6.921, -1.963], [13.205, -2.906, -1.729], [0.210, 7.803, 5.974], [-4.471, -1.355, 2.531], [-7.334, 6.382, -0.556], [-3.343, -5.957, -0.187], [0.514, -1.005, 3.521], [-1.392, -2.102, 2.653], [-5.355, 5.537, -0.224], [-1.822, -1.791, -1.703], [10.706, -6.635, -2.608], [9.236, -4.789, -2.821], [0.327, 0.921, -0.597], [-2.356, -1.322, -0.341], [-5.966, 7.484, 1.534], [-3.529, -3.077, 2.869], [9.423, -6.258, -2.427], [13.131, -4.351, -3.543], [-1.012, -3.923, 4.054], [-6.853, -6.319, 0.870], [11.207, -3.287, -2.580], [-3.360, 6.649, -2.707], [-6.004, 6.631, -0.658], [1.329, -2.151, -0.812], [-3.472, 8.029, 5.520], [3.120, -0.693, -0.549], [-2.617, -5.181, -2.115], [4.584, -0.715, -4.013], [2.571, -1.915, -1.304], [13.311, -3.511, -4.216], [4.537, -2.429, -5.393], [-2.157, 1.758, -1.595], [2.452, -1.668, -2.645], [-2.509, 6.195, 4.364], [2.436, -2.415, -4.494], [-1.172, 6.529, -1.871], [-2.336, 0.758, 1.314]]}


Taking the records one at a time from the top gives molecular weight values of 752.44; 1591.24 g/mol.
Taking the records one at a time from the top gives DFT total energy values of -4830.15833; -6920.20854 hartree.
Taking the records one at a time from the top gives HOMO level values of -0.270; -0.175 Eh.